[1]
This record from the OMol25 dataset describes a structure of composition C14H19ClN5O5Os. The level of theory is wB97M-V/def2-TZVPD.

Summary:
Kohn-Sham gap ... 7.35 eV
2S+1 ... 1
ΔE to the lowest compared entry with this formula, charge and spin ... 0.000 eV
Net charge ... +3
E_HOMO ... -0.686 Ha
M ... 563.0 g/mol

Structure (XYZ):
```
45
Properties=species:S:1:pos:R:3:forces:R:3
Os -0.46861 -0.39202 -0.48905 -0.116 -0.248 0.486
O -2.05089 -3.15223 1.86749 0.044 -0.011 -0.005
C -1.37779 -2.60876 1.05732 -0.112 0.065 0.012
N -1.56385 -1.19190 0.73833 0.290 0.037 -0.214
C -2.68990 -0.46846 1.32253 0.050 0.026 -0.025
C -2.62694 0.96601 0.87569 0.038 -0.061 -0.026
C -3.55154 1.90378 1.29477 -0.028 0.019 0.023
C -3.44393 3.20656 0.83923 0.011 0.002 -0.007
C -2.40383 3.54002 -0.02282 -0.023 0.014 0.007
C -1.51601 2.56238 -0.40650 -0.004 -0.070 0.019
N -1.61844 1.29095 0.03064 -0.136 0.017 -0.105
C -0.29444 -3.19731 0.21832 0.037 0.068 -0.021
C -0.00632 -4.54080 0.25619 0.003 -0.055 0.003
C 0.97567 -5.03056 -0.60378 0.005 0.028 -0.011
C 1.61507 -4.15255 -1.46181 0.004 -0.027 0.003
C 1.26966 -2.80749 -1.44453 -0.043 0.025 0.000
N 0.34064 -2.33201 -0.61136 -0.061 -0.133 -0.083
H -2.65470 -0.56321 2.41122 -0.018 -0.006 0.020
H -3.62015 -0.94822 1.00169 -0.016 0.011 -0.003
H -4.35008 1.60990 1.96353 -0.001 0.004 -0.003
H -4.16377 3.95353 1.14692 0.000 0.000 -0.002
H -2.29563 4.54315 -0.41043 -0.005 0.003 0.006
H -0.71589 2.76548 -1.10488 -0.010 0.006 -0.005
H -0.55343 -5.18464 0.93281 0.002 0.003 0.003
H 1.22309 -6.08378 -0.60922 -0.002 -0.004 0.006
H 2.36862 -4.49737 -2.15629 -0.002 -0.001 -0.005
H 1.72316 -2.09746 -2.12550 0.011 -0.003 0.000
N 3.91329 2.91065 0.87199 -0.012 -0.012 0.004
C 3.20357 1.61376 1.18220 0.077 0.090 -0.004
C 1.91815 1.46617 0.36160 -0.044 -0.056 -0.009
N 1.27379 0.14044 0.62009 0.116 0.117 -0.050
H 4.77041 2.99106 1.43198 0.009 -0.008 0.009
H 3.34502 3.73570 1.08892 -0.012 0.004 0.006
H 4.19783 2.98035 -0.11063 -0.003 -0.006 -0.013
H 3.01109 1.61951 2.25449 -0.028 -0.016 0.006
H 3.91712 0.81987 0.96264 -0.015 -0.021 -0.007
H 2.12383 1.52825 -0.70753 0.006 -0.002 0.011
H 1.19087 2.23824 0.61430 0.013 0.001 0.009
H 1.02247 0.07486 1.60898 -0.008 0.021 -0.002
H 1.94967 -0.60943 0.46102 -0.001 -0.005 0.005
O -1.62730 1.38515 -3.14454 0.026 0.041 -0.040
Cl -0.69232 0.34591 -3.13261 -0.231 -0.532 0.128
O -0.28375 -0.15150 -4.36160 0.165 0.063 0.024
O -1.25049 -0.86345 -2.28750 0.112 0.704 -0.090
O 0.46700 0.68151 -2.22430 -0.090 -0.093 -0.057
```
Positions in Å, forces in eV/Å.



[2]
This record from the OMol25 dataset describes an isolated molecule of C14H19FN2O. The level of theory is wB97M-V/def2-TZVPD.

Summary:
Kohn-Sham gap ... 9.34 eV
2S+1 ... 1
ΔE to the lowest compared entry with this formula, charge and spin ... 1.565 eV
Net charge ... 0
E_HOMO ... -0.322 Ha
SMILES string ... CCCC(CCC)=NNC(=O)c1ccccc1F
M ... 250.3 g/mol

Structure (XYZ):
```
37
Properties=species:S:1:pos:R:3:forces:R:3
C -3.08845 -2.73229 -0.92337 -0.038 0.041 0.175
C -3.51954 -1.78696 0.19049 -0.006 0.112 -0.168
H -4.59096 -1.90389 0.36969 0.011 0.015 0.073
H -2.98888 -2.04058 1.10776 -0.081 -0.008 0.061
C -3.23792 -0.32711 -0.15855 -0.083 -0.472 0.271
C -1.78506 0.05852 -0.14769 0.154 0.524 -0.382
N -0.97368 -0.80359 0.30722 -0.458 -0.805 0.158
N 0.38855 -0.63264 0.36166 0.150 0.358 0.404
C 1.20272 -0.25725 -0.65563 -0.223 -0.083 -0.115
O 0.79862 0.10227 -1.74923 0.113 -0.063 0.087
C 2.66876 -0.26328 -0.34774 0.276 -0.099 0.055
C 3.32292 -1.02183 0.61787 0.134 0.173 -0.144
C 4.69148 -0.95950 0.80286 -0.108 -0.080 0.080
C 5.44753 -0.11413 0.01114 -0.099 -0.037 0.012
C 4.82814 0.65048 -0.96426 0.033 0.053 -0.040
C 3.46144 0.56795 -1.14065 -0.043 -0.062 0.064
H 2.96358 1.14438 -1.90571 -0.048 0.012 -0.044
H 5.41229 1.30711 -1.59024 0.041 0.060 -0.054
H 6.51571 -0.05965 0.15383 0.092 -0.005 0.021
H 5.14411 -1.57687 1.56292 0.019 -0.069 0.074
F 2.63408 -1.87684 1.41597 -0.029 0.089 -0.068
H 0.77232 -1.15809 1.13539 0.138 0.136 -0.289
C -1.48176 1.44964 -0.63121 0.453 0.142 -0.058
H -0.79235 1.38148 -1.47820 -0.220 0.011 0.045
H -2.40385 1.92498 -0.97129 -0.053 -0.053 0.026
C -0.84081 2.32108 0.45709 -0.171 -0.020 0.024
C -1.75459 2.49200 1.66502 0.230 0.055 -0.114
H -2.70524 2.92940 1.36599 -0.132 0.044 0.018
H -1.94919 1.53149 2.13777 -0.062 -0.078 0.109
H -1.29324 3.14794 2.40000 -0.035 0.032 0.128
H -0.61937 3.30045 0.02722 0.059 -0.034 -0.015
H 0.10587 1.88275 0.77854 0.015 0.064 -0.056
H -3.63713 -0.10447 -1.15231 -0.026 0.119 -0.008
H -3.75431 0.32942 0.54877 -0.025 0.141 -0.077
H -3.28799 -3.76431 -0.64533 -0.004 -0.133 -0.048
H -2.02494 -2.62441 -1.11345 0.085 -0.065 -0.075
H -3.62887 -2.51367 -1.84229 -0.060 -0.013 -0.131
```
Positions in Å, forces in eV/Å.



[3]
This record from the OMol25 dataset describes an isolated molecule of C14H19N5O4S at a distorted geometry. The level of theory is wB97M-V/def2-TZVPD.

Summary:
Kohn-Sham gap ... 8.37 eV
2S+1 ... 1
ΔE to the lowest compared entry with this formula, charge and spin ... 1.721 eV
Net charge ... 0
E_HOMO ... -0.324 Ha
SMILES string ... Cn1c(CN2CCN(S(C)(=O)=O)CC2)nc2cc([N+](=O)[O-])ccc21
M ... 353.4 g/mol

Structure (XYZ):
```
43
Properties=species:S:1:pos:R:3:forces:R:3
C -1.27705 1.65975 -3.34164 -0.286 -0.016 -0.346
N -0.55140 1.38001 -2.13529 0.101 -0.145 0.282
C 0.48521 2.10550 -1.61668 0.498 -0.037 0.664
C 1.14033 3.25793 -2.03354 -0.120 -0.062 -0.083
C 2.16823 3.72033 -1.24419 0.199 0.073 0.171
C 2.53180 3.04865 -0.06902 -0.944 -0.502 -0.642
C 1.89134 1.89795 0.36439 0.141 0.221 -0.063
C 0.85663 1.42776 -0.42533 -0.103 0.616 -0.789
N 0.05006 0.33436 -0.26193 -0.171 -0.380 0.198
C -0.76591 0.32603 -1.27404 0.173 0.113 0.093
C -1.85861 -0.66161 -1.58171 -0.291 -0.186 -0.163
N -2.11904 -1.78840 -0.73178 0.133 0.213 -0.058
C -1.14725 -2.86146 -0.69016 0.189 -0.066 0.178
C -0.08816 -2.68034 0.40434 0.434 -0.291 -0.640
N -0.76810 -2.49631 1.66682 0.439 -0.237 0.788
S 0.15913 -2.70340 3.02393 0.164 0.082 0.116
O -0.70778 -2.57332 4.15693 -0.068 0.339 -0.018
O 0.89414 -3.92158 2.85659 0.218 0.098 -0.251
C 1.34570 -1.32610 3.05783 -0.712 -0.751 -0.098
H 0.78920 -0.40066 3.11282 -0.107 0.204 -0.008
H 1.95175 -1.37860 2.16390 0.123 0.010 -0.195
H 1.95660 -1.45659 3.94066 0.075 -0.079 0.173
C -1.65831 -1.35715 1.67903 -0.579 0.562 0.182
C -2.70235 -1.55121 0.57244 0.106 0.006 0.247
H -3.35966 -0.68177 0.52132 -0.031 -0.014 0.032
H -3.30280 -2.43382 0.81598 -0.051 0.074 0.089
H -2.13079 -1.33235 2.66081 -0.145 0.097 -0.101
H -1.10532 -0.42587 1.50230 -0.183 -0.158 0.124
H 0.52862 -3.57359 0.50164 -0.023 -0.005 -0.200
H 0.53982 -1.81210 0.16736 -0.057 -0.265 0.021
H -0.66609 -2.95088 -1.66541 0.007 -0.047 0.001
H -1.70150 -3.78301 -0.48426 0.106 -0.058 -0.038
H -1.65531 -1.05944 -2.58601 -0.088 0.123 0.019
H -2.79505 -0.09024 -1.65127 0.085 -0.025 -0.123
H 2.19490 1.40451 1.27330 0.017 -0.029 0.053
N 3.61340 3.57551 0.71819 0.447 0.215 0.330
O 3.91427 2.98039 1.73210 0.120 -0.094 0.251
O 4.16292 4.58350 0.32476 0.159 0.217 -0.034
H 2.71612 4.60977 -1.51327 -0.001 0.015 -0.017
H 0.86402 3.77821 -2.93728 0.007 0.081 -0.079
H -1.18148 0.83345 -4.04935 -0.002 0.092 -0.012
H -2.33650 1.81466 -3.12673 0.057 0.042 -0.060
H -0.87576 2.56151 -3.79852 -0.039 -0.048 0.004
```
Positions in Å, forces in eV/Å.



[4]
This record from the OMol25 dataset describes an isolated molecule of C14H19NO at a distorted geometry. The level of theory is wB97M-V/def2-TZVPD.

Summary:
Kohn-Sham gap ... 8.71 eV
2S+1 ... 1
ΔE to the lowest compared entry with this formula, charge and spin ... 1.108 eV
Net charge ... 0
E_HOMO ... -0.286 Ha
SMILES string ... CC[C@H](C)O[C@@H](C)n1ccc2ccccc21
M ... 217.3 g/mol

Structure (XYZ):
```
35
Properties=species:S:1:pos:R:3:forces:R:3
O 1.55885 0.60697 -0.18884 -0.115 -0.249 -0.448
C -2.52021 -0.33749 1.64262 -0.349 -0.286 0.181
C -1.19760 -0.18775 1.93760 -0.752 0.136 -0.235
C -3.85919 1.06026 -1.66573 0.403 -0.657 1.788
C -2.66063 1.62326 -2.07918 1.190 -0.130 -0.087
C -3.89893 0.37694 -0.43375 -0.495 0.685 -0.934
C -1.48662 1.43755 -1.33099 0.300 0.397 -0.355
C -2.76232 0.26595 0.34961 0.060 -0.567 0.755
C -1.54399 0.77191 -0.10108 0.910 0.221 0.445
N -0.57528 0.49916 0.90524 0.364 -0.118 -0.650
C 0.87336 2.47211 1.08825 0.755 -0.167 -1.141
C 2.41674 -2.87835 0.77321 1.169 -1.020 0.531
C 2.11728 -0.93116 -1.92498 -0.454 0.616 0.055
C 0.83747 0.95550 0.95745 -1.119 0.092 -0.476
C 2.73828 -1.43303 0.51423 -0.503 0.292 -0.555
C 1.70838 -0.80537 -0.46761 -0.101 -0.014 0.664
H -3.26176 -0.84695 2.26000 0.339 0.227 -0.218
H -0.70966 -0.51521 2.86298 0.128 0.314 -0.703
H -4.74705 1.15269 -2.23994 -0.595 0.127 -0.427
H -2.58773 2.18300 -3.02087 -0.090 -0.322 0.428
H -4.83277 -0.00021 -0.04507 -0.153 -0.158 -0.118
H -0.53881 1.81418 -1.72287 -0.295 -0.048 0.208
H 0.12893 2.79780 1.79694 -0.117 0.180 0.250
H 0.67514 2.92271 0.07940 0.154 -0.318 1.003
H 1.88838 2.73755 1.41233 -0.338 0.265 -0.091
H 1.47785 -3.00583 1.30304 -0.090 -0.011 0.136
H 2.36170 -3.43660 -0.14655 -0.239 -0.201 -0.530
H 3.24169 -3.39633 1.33216 -0.793 0.550 -0.173
H 2.16863 -1.95922 -2.25961 -0.077 -0.295 0.090
H 3.09372 -0.49437 -2.04422 0.467 0.265 -0.199
H 1.40580 -0.38458 -2.56944 0.267 -0.278 0.298
H 1.27181 0.47856 1.83268 -0.104 -0.104 0.297
H 2.75668 -0.90871 1.46620 -0.108 0.256 0.026
H 3.73282 -1.32363 0.08590 0.130 0.015 -0.055
H 0.72904 -1.31129 -0.35908 0.250 0.306 0.242
```
Positions in Å, forces in eV/Å.



[5]
This record from the OMol25 dataset describes a structure of composition C14H20BClO5S at a distorted geometry. The level of theory is wB97M-V/def2-TZVPD.

Summary:
Kohn-Sham gap ... 9.54 eV
2S+1 ... 1
Net charge ... 0
E_HOMO ... -0.349 Ha
M ... 346.6 g/mol

Structure (XYZ):
```
42
Properties=species:S:1:pos:R:3:forces:R:3
C 1.29722 -2.39044 1.11136 -0.163 0.396 0.181
B -0.25669 -2.41975 0.85578 0.564 -0.091 0.325
O -1.04264 -3.09909 1.78508 -0.166 0.651 -0.385
C -1.06247 -1.74347 -0.39210 0.253 -0.350 2.049
C -2.30792 -1.12374 0.26014 -0.613 -0.033 -1.422
C -3.12054 -0.12615 -0.62262 -0.215 0.635 1.351
C -3.21005 1.22469 0.13164 0.193 0.048 -0.445
Cl -3.38308 2.60896 -1.01458 -0.053 -0.200 0.203
O -1.41207 -2.95435 -1.18411 1.677 0.080 -0.153
S -0.03894 -3.27144 -2.01259 -0.665 0.267 -2.779
O -0.42092 -3.34479 -3.37910 -0.366 0.092 -0.163
O 0.71381 -4.36581 -1.53249 0.327 0.300 1.457
O 0.75172 -1.82801 -1.87195 -0.584 -1.152 1.142
C -0.29681 -0.94757 -1.42146 -1.961 0.975 -1.243
C -0.01685 0.55546 -1.19988 0.882 -0.640 -0.076
C 1.46845 0.98878 -1.35739 -0.341 1.045 0.666
C 1.89008 1.82321 -0.14603 0.028 -0.433 -0.957
C 2.37498 3.10531 -0.29118 0.038 -0.006 -0.028
C 2.70542 3.81378 0.84825 0.526 1.392 -0.560
C 2.55639 3.30416 2.10543 -0.016 -0.267 1.199
C 2.07910 2.01494 2.25892 -0.234 -0.308 0.034
C 1.75660 1.30631 1.12597 -0.386 -0.983 0.026
H 1.89488 -1.86597 0.36336 -0.015 -0.238 0.069
H 1.65507 -3.41746 1.25554 -0.028 0.157 -0.161
H 1.46572 -1.88798 2.08056 -0.023 -0.144 -0.134
H -1.14267 -2.59782 2.60140 0.126 -0.419 0.178
H -2.02354 -0.64083 1.20339 0.093 -0.030 -0.193
H -2.97150 -1.94826 0.53374 0.303 -0.001 0.084
H -2.69862 0.05541 -1.60977 -0.106 -0.222 0.071
H -4.15569 -0.47010 -0.69552 0.259 -0.140 -0.497
H -2.30401 1.42263 0.70831 -0.120 0.060 -0.118
H -4.06759 1.26776 0.80460 0.120 -0.042 -0.088
H -1.00195 -0.93282 -2.27377 0.185 -0.089 0.103
H -0.59694 1.12195 -1.93303 -0.021 -0.222 0.109
H -0.43275 0.83230 -0.22756 0.376 0.022 -0.011
H 1.52883 1.67326 -2.20992 0.107 -0.381 -0.075
H 2.15927 0.16081 -1.53499 -0.218 -0.019 0.108
H 2.48971 3.56131 -1.27038 -0.002 -0.099 0.089
H 3.10179 4.82128 0.73489 -0.107 -0.114 0.028
H 2.79488 3.87974 2.99476 0.069 0.089 -0.228
H 1.92173 1.53972 3.22236 0.154 0.265 0.020
H 1.35859 0.29410 1.19494 0.121 0.148 0.223
```
Positions in Å, forces in eV/Å.